(1)
C10H21ClNO3OsP2 as an isolated structure in a non-equilibrium geometry, computed with wB97M-V/def2-TZVPD.

Calculated values
maximum force: 9.40 eV/Å
HOMO-LUMO gap (spin up / spin down): 8.45 / 6.25 eV
lowest unoccupied orbital energy (spin up / spin down): -0.428 / -0.566 hartree
expectation value of S²: 6.0297
2S+1: 5
total charge: +3

CARTESIAN COORDINATES (ANGSTROEM)
C -4.1692 1.4222 -1.3463
C -3.0145 1.0594 -0.4845
H -4.9470 1.9078 -0.7371
H -4.5725 0.5655 -1.8963
H -3.7912 2.1158 -2.0901
O -2.7765 1.3319 0.6844
Cl -1.8885 0.0168 -1.5352
Os 0.0594 0.0269 0.2568
P -0.3122 -2.2185 0.6052
C -0.2517 -2.9326 2.2739
C -2.0831 -2.3681 0.1996
H -2.5464 -3.2586 0.6452
H 0.2083 -4.4269 -0.4075
H -2.2164 -2.3920 -0.8917
H 0.3935 -3.0718 -1.5704
H -0.6828 -2.2087 2.9861
H -2.5880 -1.4683 0.5944
C 0.5523 -3.3842 -0.5267
H -0.8123 -3.8738 2.3486
H 1.6357 -3.3506 -0.3231
H 0.7943 -3.1053 2.5491
P 1.5394 1.7137 -0.3777
C 2.4330 2.7892 0.8040
C 2.6794 1.3562 -1.7942
H -0.1681 2.4875 -1.9541
H 0.8164 3.8354 -1.3102
H -0.4170 3.0638 -0.3028
C 0.3198 2.8966 -1.0757
H 2.1290 0.7826 -2.5579
H 3.1028 2.2552 -2.2750
H 2.7366 3.7528 0.3728
H 3.3241 2.2819 1.1952
H 3.5297 0.7346 -1.4676
H 1.7550 2.9897 1.6552
C -0.0610 0.4862 2.0317
O 0.1946 0.8001 3.1315
O 4.1743 -1.1093 1.1225
C 3.0286 -0.8725 0.8698
N 1.8923 -0.6307 0.5982

Results of the natural (NBO) charge analysis, in e, for atoms 1 through 6: atom 1 (C): -0.7531, atom 2 (C): 0.6380, atom 3 (H): 0.3095, atom 4 (H): 0.2941, atom 5 (H): 0.2946, atom 6 (O): -0.4520



(2)
One molecule with the formula C3H3F3 in a non-equilibrium geometry, computed with wB97M-V/def2-TZVPD.

Calculated values
SMILES: F/C=C(/F)CF
maximum force: 2.16 eV/Å
HOMO-LUMO gap: 11.15 eV
lowest unoccupied orbital energy: 0.036 hartree

CARTESIAN COORDINATES (ANGSTROEM)
C 0.8568 -0.8659 -0.1577
C -0.4607 -0.2033 -0.0092
C -0.7398 0.8934 0.7023
H 0.7083 -1.9982 -0.2339
H 1.5390 -0.6160 0.6642
H -1.7179 1.3772 0.7008
F 1.5121 -0.4958 -1.3107
F -1.4140 -0.5231 -0.9097
F 0.0722 1.2736 1.7378

Results of the natural (NBO) charge analysis, in e, for atoms 1 through 6: atom 1 (C): -0.0220, atom 2 (C): 0.2581, atom 3 (C): 0.1887, atom 4 (H): 0.1848, atom 5 (H): 0.2011, atom 6 (H): 0.1886



(3)
C16H33IN2O8S3 as an isolated structure in a non-equilibrium geometry, computed with wB97M-V/def2-TZVPD.

Calculated values
maximum force: 5.45 eV/Å
HOMO-LUMO gap: 8.97 eV
lowest unoccupied orbital energy: -0.034 hartree

CARTESIAN COORDINATES (ANGSTROEM)
N 5.3690 -4.7101 -2.5769
C 5.3621 -4.3221 -3.9900
C 4.2903 -3.2697 -4.3515
C 3.3838 -2.8208 -3.2108
O 2.0239 -2.6047 -3.7265
C 1.2153 -3.6065 -3.3969
O 0.7844 -3.7597 -2.3454
N 0.8934 -4.4212 -4.4923
I 1.3608 -6.3906 -4.0563
H 4.4700 -5.0950 -2.3130
H 5.9993 -5.4970 -2.4893
H 5.2282 -5.1880 -4.6346
H 6.3266 -3.9063 -4.2207
H 3.6891 -3.6427 -5.1646
H 4.7958 -2.3948 -4.7143
H 3.2984 -3.5295 -2.4044
H 3.7043 -1.8788 -2.8222
H 1.4824 -4.1441 -5.2706
C 0.6145 -1.5778 0.1489
C -0.4114 -1.7491 1.2775
C -0.4946 -0.4153 2.0301
S -0.0700 0.8562 0.8373
O 1.1628 1.4853 1.2443
O -1.2403 1.6451 0.5297
C 0.2740 -0.2522 -0.5232
H 0.5803 -2.4011 -0.5600
H 1.6227 -1.5340 0.5693
H -1.3862 -1.9909 0.8498
H -0.1409 -2.5603 1.9509
H -1.4932 -0.2235 2.4144
H 0.2294 -0.3634 2.8410
H 1.0835 0.1538 -1.1258
H -0.6340 -0.3329 -1.1207
C -2.2770 1.3195 6.2953
C -3.8057 1.4414 6.3502
C -4.3898 0.1960 5.6705
S -3.1774 -1.1108 5.8956
O -2.6554 -1.4809 4.6036
O -3.6931 -2.0998 6.8045
C -1.9573 -0.1064 6.7346
H -1.7887 2.0521 6.9357
H -1.9290 1.4816 5.2725
H -4.1308 1.4794 7.3917
H -4.1554 2.3514 5.8652
H -5.3293 -0.1172 6.1181
H -4.5208 0.3441 4.6003
H -0.9605 -0.4374 6.4527
H -2.1069 -0.2355 7.8060
C -1.2894 3.8947 -1.9131
C -0.5436 5.1118 -1.3538
C -0.1075 5.9726 -2.5475
S -1.3052 5.6632 -3.8509
O -0.6349 5.0092 -4.9466
O -2.1057 6.8426 -4.0614
C -2.2596 4.4443 -2.9550
H -1.8076 3.3454 -1.1313
H -0.5800 3.2129 -2.3883
H -1.2146 5.6853 -0.7111
H 0.3130 4.8159 -0.7501
H -0.1090 7.0344 -2.3148
H 0.8705 5.6772 -2.9225
H -2.6283 3.6925 -3.6487
H -3.0946 4.9625 -2.4844

Results of the natural (NBO) charge analysis, in e, for atoms 1 through 6: atom 1 (N): -0.8289, atom 2 (C): -0.2122, atom 3 (C): -0.4407, atom 4 (C): -0.0605, atom 5 (O): -0.5509, atom 6 (C): 0.8795



(4)
A 2-piece molecular cluster, C19H13N6O12 overall in a non-equilibrium geometry, computed with wB97M-V/def2-TZVPD.

Calculated values
maximum force: 3.47 eV/Å
HOMO-LUMO gap: 6.17 eV
lowest unoccupied orbital energy: 0.031 hartree
total charge: -1

CARTESIAN COORDINATES (ANGSTROEM)
C -0.4618 -0.2724 4.8318
C 0.5173 -1.3125 4.2944
C 1.0244 -2.2309 5.4094
O -0.1272 -2.1516 3.3090
C -0.5009 -1.5179 2.1401
O -1.5113 -1.8975 1.5646
C 0.3652 -0.4637 1.6423
C -0.2138 0.5234 0.7114
C -1.4279 1.2856 1.2010
C -1.2836 2.5966 1.6759
C -2.4109 3.3692 1.9222
C -3.6868 2.8268 1.6445
N -4.8189 3.6806 1.6483
O -5.9259 3.1946 1.3192
O -4.6758 4.8824 1.9633
C -3.8374 1.4912 1.2357
C -2.7059 0.7280 1.0212
C 1.4756 -0.0422 2.4958
O 2.2386 0.8537 2.1737
O 1.6779 -0.7087 3.6877
H -0.8136 0.4150 4.0499
H -1.3259 -0.7902 5.2700
H 0.0384 0.3138 5.6119
H 1.7970 -2.8965 5.0124
H 1.4551 -1.6181 6.2086
H 0.1965 -2.8276 5.8049
H 0.5973 1.2122 0.4394
H -0.5547 -0.0358 -0.1721
H -0.2805 3.0002 1.8296
H -2.3279 4.3878 2.2722
H -4.8307 1.0801 1.0558
H -2.8103 -0.3123 0.7103
O -2.5161 -1.7828 -3.9865
N -1.4830 -1.2798 -3.5797
C -0.6271 -1.4619 -2.5064
C 0.3992 -0.4998 -2.5958
N 0.2408 0.2560 -3.7239
O -0.8938 -0.2274 -4.3182
C 1.4380 -0.4546 -1.5784
N 2.5412 0.4981 -1.6076
O 2.4987 1.5156 -2.3215
O 3.5213 0.2336 -0.8749
C 1.3436 -1.3579 -0.4717
C 0.4556 -2.4435 -0.6057
N 0.3184 -3.5879 0.1817
O 0.9557 -4.0048 1.1264
O -0.8453 -4.2630 -0.2891
N -1.4072 -3.6034 -1.3451
C -0.6160 -2.4861 -1.5260
H 2.0986 -1.3577 0.3190

Results of the natural (NBO) charge analysis, in e, for atoms 1 through 6: atom 1 (C): -0.6677, atom 2 (C): 0.5390, atom 3 (C): -0.6255, atom 4 (O): -0.5447, atom 5 (C): 0.7568, atom 6 (O): -0.6721



(5)
C42H35AsF6N9O2S2W as an isolated structure, computed with wB97M-V/def2-TZVPD.

Calculated values
maximum force: 0.91 eV/Å
HOMO-LUMO gap (spin up / spin down): 6.33 / 6.23 eV
lowest unoccupied orbital energy (spin up / spin down): -0.254 / -0.263 hartree
expectation value of S²: 3.7966
2S+1: 4
total charge: +2

CARTESIAN COORDINATES (ANGSTROEM)
W 1.3628 -0.4598 0.3778
C 3.3597 3.0025 -2.5606
C 4.1403 3.4697 -1.5472
C 4.1734 3.0376 -0.2229
C 3.4522 1.9576 0.4091
N 2.3428 1.4074 -0.0525
C 2.2516 2.0103 -2.3648
N 4.0212 1.5462 1.5621
C 3.4581 0.6910 2.3672
N 2.3129 -0.0453 2.1982
C 2.0894 -0.7754 3.3814
N 1.1287 -1.5521 3.6770
C 0.0927 -1.9819 2.8852
C -0.8823 -2.7154 3.5762
C -1.9260 -3.2986 2.9052
C -1.9729 -3.1650 1.5193
C -1.0025 -2.4282 0.8956
N 0.0068 -1.7962 1.5473
C 3.1819 -0.4840 4.3149
C 3.4359 -0.9495 5.5891
C 4.5914 -0.4829 6.2072
C 5.4467 0.4164 5.5711
C 5.1789 0.8842 4.2902
C 4.0318 0.4086 3.6828
H 3.4906 3.3772 -3.5666
H 4.8578 4.2397 -1.8038
H 4.9150 3.4643 0.4371
H 1.4196 2.2860 -3.0226
H -0.7452 -2.8275 4.6409
H -2.6676 -3.8797 3.4367
H -2.7278 -3.6573 0.9231
H -0.9910 -2.3608 -0.1781
H 2.7730 -1.6503 6.0767
H 4.8381 -0.8270 7.2025
H 6.3360 0.7507 6.0877
H 5.8348 1.5794 3.7854
S -0.2194 1.1853 1.2721
C -1.6861 0.9618 0.4291
N -2.8552 1.1714 0.9648
C -4.0679 1.1215 0.1408
C -3.7604 1.6609 -1.2291
N -2.6181 0.9338 -1.7901
C -2.6621 0.6801 -3.2494
C -3.7899 -0.2574 -3.5873
C -3.6953 -1.6027 -3.2357
C -4.7386 -2.4689 -3.5181
C -5.8792 -1.9975 -4.1576
C -5.9732 -0.6620 -4.5172
C -4.9297 0.2084 -4.2307
C -1.6296 0.5608 -1.0187
S -0.3174 -0.3625 -1.5592
C -3.0643 1.4406 2.4083
C -3.5814 2.8373 2.6199
C -4.9017 3.0512 2.9959
C -5.3756 4.3448 3.1699
C -4.5311 5.4246 2.9634
C -3.2089 5.2147 2.5905
C -2.7332 3.9248 2.4216
H -4.8187 1.7406 0.6285
H -4.4254 0.0893 0.0965
H -3.5312 2.7291 -1.1995
H -4.6085 1.4959 -1.8907
H -1.6984 0.2745 -3.5433
H -2.7925 1.6519 -3.7288
H -2.7951 -1.9764 -2.7586
H -4.6594 -3.5154 -3.2558
H -6.6894 -2.6767 -4.3856
H -6.8543 -0.2972 -5.0273
H -4.9984 1.2491 -4.5279
H -2.1158 1.2739 2.9112
H -3.7803 0.6920 2.7531
H -5.5587 2.2071 3.1744
H -6.4008 4.5067 3.4737
H -4.8987 6.4321 3.1029
H -2.5472 6.0581 2.4455
H -1.6951 3.7633 2.1510
O 1.6714 2.0721 -1.0857
N 2.7067 0.7635 -2.9502
N 2.7788 -0.3784 -2.5044
O 2.4718 -0.8493 -1.3325
C 3.3061 -1.3967 -3.4083
C 4.3830 -1.0574 -4.2111
C 4.8559 -2.0152 -5.0908
C 4.2391 -3.2582 -5.1644
C 3.1544 -3.5613 -4.3536
C 2.6770 -2.6275 -3.4482
H 4.8449 -0.0832 -4.1373
H 5.7085 -1.7928 -5.7171
H 4.6135 -3.9998 -5.8569
H 2.6851 -4.5333 -4.4121
H 1.8537 -2.8539 -2.7878
F 2.6062 -2.1314 0.9007
As 2.5335 -3.9333 0.2564
F 3.7933 -4.2782 1.3383
F 3.6473 -3.4118 -0.9336
F 2.3491 -5.4735 -0.4150
F 1.2222 -3.2498 -0.7158
F 1.3761 -4.2117 1.4995

Results of the Mulliken charge analysis, in e, for atoms 1 through 6: atom 1 (W): 1.8910, atom 2 (C): -1.2589, atom 3 (C): -0.2632, atom 4 (C): -0.8292, atom 5 (C): 0.5179, atom 6 (N): 0.3499



(6)
One molecule with the formula C4H5NO in a non-equilibrium geometry, computed with wB97M-V/def2-TZVPD.

Calculated values
SMILES: N#CC[C@H]1CO1
maximum force: 1.10 eV/Å
HOMO-LUMO gap: 11.68 eV
lowest unoccupied orbital energy: 0.030 hartree

CARTESIAN COORDINATES (ANGSTROEM)
N -0.4320 -1.2485 -2.2815
C -0.6455 -0.4300 -1.4941
C -0.8985 0.5774 -0.4595
C 0.2328 0.5699 0.5560
C 0.8976 -0.6757 0.9330
O 1.4962 0.2354 0.0203
H -1.8653 0.3665 0.0115
H -0.9698 1.5627 -0.9327
H 0.2328 1.4082 1.2533
H 1.4058 -0.7531 1.8912
H 0.5459 -1.6127 0.5026

Results of the natural (NBO) charge analysis, in e, for atoms 1 through 6: atom 1 (N): -0.3139, atom 2 (C): 0.2873, atom 3 (C): -0.5357, atom 4 (C): 0.0583, atom 5 (C): -0.1149, atom 6 (O): -0.4754



Q: The highest maximum force belongs to which entry?
A: C10H21ClNO3OsP2



Q: What is the maximum force in the fifth record?
A: 0.91 eV/Å



Q: Which value of maximum force does entry 2 give?
A: 2.16 eV/Å